A structure of composition C17H11BrN3ORu at a distorted geometry, computed with ωB97M-V/def2-TZVPD.

## Properties
2S+1 = 5
HOMO (alpha / beta) = -18.19 / -18.90 eV
E_tot = -3561.71963 Ha
<S²> = 6.042
HOMO-LUMO gap (alpha / beta) = 6.88 / 5.29 eV
total charge = +3

Each line ends with the natural charge from an NBO analysis.
CARTESIAN COORDINATES (ANGSTROEM)
Ru -0.3156 0.1186 -0.1465  1.003
Br 3.1037 -6.4016 -1.2116  0.466
C 2.0272 -4.8904 -1.1504  -0.072
C 0.8294 -4.8453 -1.9106  -0.157
C 0.0402 -3.7387 -1.8664  -0.173
C 0.3891 -2.6024 -1.0631  0.505
O -0.3663 -1.5892 -1.0442  -0.609
C 1.6208 -2.6515 -0.2828  -0.193
C 2.0549 -1.5855 0.5407  0.258
N 1.4338 -0.4295 0.7201  -0.516
C 1.9643 0.5407 1.5583  0.244
C 3.1600 0.4596 2.2994  -0.147
C 3.5618 1.5126 3.0953  -0.152
C 2.7959 2.6773 3.1841  0.063
C 1.5834 2.8074 2.4569  -0.147
C 0.7736 3.9573 2.5095  -0.005
C -0.3889 3.9905 1.7660  -0.203
C -0.7318 2.8924 0.9857  0.148
N 0.0194 1.7820 0.9148  -0.473
C 1.1693 1.7382 1.6447  0.241
C 2.4109 -3.8023 -0.3489  -0.025
H 0.5453 -5.6906 -2.5242  0.287
H -0.8778 -3.6824 -2.4380  0.279
H 2.9911 -1.7627 1.0629  0.217
H 3.7914 -0.4167 2.2687  0.253
H 4.4833 1.4304 3.6565  0.283
H 3.1216 3.4985 3.8128  0.270
H 1.0660 4.7987 3.1268  0.273
H -1.0366 4.8564 1.7809  0.286
H -1.6402 2.9129 0.4020  0.244
H 3.3311 -3.8618 0.2225  0.261
N -3.0382 0.9813 -1.4903  -0.508
C -2.0469 0.6841 -0.9924  0.300
H -3.9090 1.2398 -1.9293  0.500